[1]
Formula: C15H41MnO16S5
Source: OMol25
Level of theory: the ωB97M-V functional and the def2-TZVPD basis

E = -134464.056 eV
Net charge = +1
Kohn-Sham gap (alpha / beta) = 8.2 / 8.2 eV
<S²> = 8.754
Multiplicity = 6
Energy relative to the best compared isomer or geometry (same formula, charge and spin) = 4.562 eV

Structure (XYZ):
```
78
Properties=species:S:1:pos:R:3:forces:R:3
Mn -20.75120 17.49675 3.41191 1.946 -2.094 0.702
O -19.48000 15.99245 3.16294 -0.141 1.312 -0.421
H -18.67701 15.88301 2.61726 -0.808 0.264 0.284
O -16.93568 18.45367 6.11086 -2.571 2.058 -3.339
S -17.72667 19.05146 4.97261 3.754 -1.202 2.425
O -19.13571 18.62277 4.90902 0.633 0.615 -1.001
O -17.63976 20.70166 5.09556 -0.763 -3.296 0.904
C -18.57539 21.41707 4.32435 -0.401 3.032 -1.659
C -18.92354 22.74220 5.05681 0.580 -0.505 0.387
C -16.64643 18.82766 3.38667 -1.230 0.583 1.355
H -19.51299 21.00911 3.94675 0.005 -1.147 0.927
H -18.04828 21.59614 3.38723 0.100 0.608 -0.143
H -19.61350 22.55067 5.87863 -0.042 -0.117 -0.038
H -19.34730 23.54453 4.45283 -0.032 -0.424 -0.406
H -18.02096 23.15376 5.50855 0.083 -0.054 -0.055
H -16.54796 17.77440 3.12389 -0.660 0.300 -0.111
H -15.63963 19.15801 3.64227 -0.293 0.153 0.454
H -17.09282 19.52679 2.67953 -0.037 -0.451 -0.297
O -19.85612 11.11530 0.98970 1.213 -0.704 4.181
S -19.34419 11.07396 2.41822 0.691 3.088 -2.833
O -20.16009 10.65533 3.54638 1.430 -0.393 -1.777
O -17.82327 10.46888 2.43285 -2.499 -0.471 1.472
C -16.83239 10.85038 1.50515 0.269 0.608 -1.672
C -15.48990 10.53415 2.08552 -0.370 -1.812 -0.986
C -18.78488 12.77803 2.81555 -1.565 0.204 0.037
H -16.74120 11.88809 1.18428 -1.109 0.425 0.422
H -17.02359 10.31458 0.57539 -0.027 -0.229 0.124
H -15.67206 9.72864 2.79691 0.534 0.552 0.791
H -14.88980 11.40770 2.34029 -0.048 -0.482 0.348
H -15.10432 9.93710 1.25911 1.234 0.424 0.057
H -18.12211 13.25551 2.09386 0.227 -0.629 0.062
H -18.43919 12.84142 3.84734 0.300 -0.398 -0.176
H -19.67845 13.40125 2.78044 -0.251 -0.043 -0.014
O -23.11856 14.79301 3.26731 1.366 0.929 -0.147
S -23.00256 14.29992 1.92651 -1.283 -2.043 -0.546
O -24.00337 14.65327 0.98556 -0.515 0.812 -0.799
O -21.57927 14.59905 1.23594 -1.595 0.069 2.848
C -21.41458 14.72616 -0.17849 0.711 -0.190 0.232
C -19.93028 14.43919 -0.21379 0.714 0.156 -1.776
C -23.06454 12.52229 2.11219 1.000 -0.338 -0.113
H -21.59715 15.75837 -0.47733 -0.231 -0.038 -0.001
H -22.11269 14.06716 -0.69469 0.361 -0.107 -0.134
H -19.53647 14.59465 -1.21820 -0.053 0.020 -0.243
H -19.62100 13.42879 0.05370 -0.449 0.048 0.283
H -19.41793 15.18526 0.39364 -0.079 -0.157 0.244
H -22.19634 12.29020 2.72901 -0.088 -0.321 0.022
H -23.00657 11.96799 1.17545 0.336 0.458 -0.217
H -23.96683 12.13714 2.58720 -0.087 0.820 0.258
O -14.56549 17.02966 4.08663 -0.782 -2.065 -1.175
S -14.88454 15.60896 3.88146 2.204 -0.341 3.591
O -15.30707 15.00972 2.65692 -0.497 0.726 -0.439
O -13.52859 14.77030 4.38761 -1.364 0.906 0.435
C -12.30126 15.05132 3.70762 1.196 -1.327 -2.131
C -12.25807 13.99890 2.52421 -1.009 0.502 0.364
C -15.98737 15.08120 5.31063 1.123 0.429 -1.464
H -11.37052 14.79558 4.21400 -0.701 -0.045 1.393
H -12.19301 16.11993 3.52202 -0.365 -0.085 -0.604
H -13.07640 14.20641 1.83474 0.305 0.045 -0.328
H -12.53653 13.05175 2.98624 -0.032 -0.019 0.261
H -11.33275 13.75267 2.00340 0.165 0.822 0.105
H -15.75722 15.82511 6.07334 -0.281 -0.220 0.047
H -15.71598 14.06172 5.58470 0.132 0.171 -0.039
H -17.01091 15.10516 4.93660 0.018 0.249 0.052
O -21.33158 16.63113 5.15787 -0.651 0.015 -0.135
S -21.87952 16.21242 6.44088 -0.378 -0.267 4.041
O -23.32272 16.14891 6.68415 3.311 -0.265 -1.012
O -21.13601 14.81370 6.89808 -0.682 1.754 -0.566
C -19.76349 14.58117 6.42198 0.363 -0.664 -2.241
C -18.91959 13.71289 7.32403 -0.968 0.170 0.445
C -21.06936 17.33249 7.71422 -0.918 -0.396 -0.788
H -19.18580 15.44697 6.09828 -0.520 0.831 0.687
H -19.91971 14.11933 5.44710 -0.013 -0.431 0.032
H -18.73221 14.29170 8.22845 0.163 -0.456 0.258
H -17.97246 13.43284 6.86292 -0.046 0.367 -0.210
H -19.43228 12.77124 7.52036 -0.027 0.114 0.353
H -20.00046 17.35037 7.50151 -0.156 0.140 -0.114
H -21.25983 17.01349 8.73894 -0.101 -0.621 -0.308
H -21.55852 18.30405 7.64429 0.250 0.071 -0.432
```
Forces are in eV/Å.

=====

[2]
Formula: C15H42BF6N2O11S2V
Source: OMol25
Level of theory: the ωB97M-V functional and the def2-TZVPD basis

E = -106076.498 eV
Kohn-Sham gap (alpha / beta) = 5.9 / 5.6 eV
<S²> = 2.032
Multiplicity = 3
Energy relative to the best compared isomer or geometry (same formula, charge and spin) = 1.538 eV

Structure (XYZ):
```
80
Properties=species:S:1:pos:R:3:forces:R:3
V 0.23180 -1.31267 0.85142 -0.258 5.447 -2.876
B 2.98784 -1.33162 0.80541 4.092 -0.516 0.950
F 3.58696 -0.17030 0.59427 0.879 2.498 -0.573
F 3.95159 -2.27702 1.06031 0.011 -0.875 -0.060
F 2.09568 -1.25300 1.80949 -2.083 0.424 4.681
F 2.12274 -1.65814 -0.14114 -2.745 -1.569 -4.992
N 0.14370 -3.03277 1.73420 -0.032 -4.804 -0.834
S -0.20979 -3.65902 3.13847 -1.481 0.720 6.092
O 0.98692 -4.00231 3.87456 -1.940 -0.378 -0.956
O -1.47966 -4.41281 3.16606 3.221 1.006 -0.196
F -0.63041 -2.32065 3.87936 -0.202 0.394 -0.250
S 0.36549 -4.65331 1.07224 2.794 -2.410 -4.594
O -0.84249 -5.25373 0.59621 0.216 1.251 0.227
O 1.35352 -5.55246 1.63197 -1.606 1.876 0.588
F 1.19191 -4.23088 -0.25741 -1.048 0.368 1.013
C 1.37940 3.26466 1.04091 -1.336 -0.795 0.101
C 0.57106 3.21609 -0.39419 1.535 -0.260 0.896
C 1.41563 4.26655 -1.22644 -1.874 -1.178 0.034
C 1.12509 4.09772 -2.71327 0.786 2.024 0.325
C 1.34252 2.73347 -3.20186 -0.424 -1.322 0.157
C 0.45070 1.62365 -2.56023 -0.291 -0.301 -0.138
N 0.54041 1.81721 -1.07267 0.854 -0.615 0.818
O 0.20841 0.65983 -0.27793 -0.199 0.400 0.006
C 1.13633 0.26782 -3.03925 -0.022 1.159 0.805
C -1.02886 1.71324 -3.12326 0.796 -0.171 0.313
C -0.84643 3.83210 -0.23973 -0.291 -1.094 0.513
H 0.67154 3.19788 1.86708 -0.312 -0.475 -0.010
H 1.88845 4.18338 1.33233 -0.170 0.661 -1.080
H 2.15626 2.53239 1.26086 -0.255 -0.584 -0.776
H 2.47332 4.22519 -0.96629 0.010 -0.336 -0.348
H 1.03731 5.22376 -0.86765 0.186 0.177 -0.033
H 1.85668 4.74611 -3.19541 0.134 0.083 -0.389
H 0.18672 4.50069 -3.09429 -0.432 0.019 0.612
H 2.37563 2.48009 -2.96397 0.134 -0.293 -0.374
H 1.14702 2.77531 -4.27337 0.307 -0.543 -0.175
H 1.45155 0.37460 -4.07720 -0.154 0.150 -0.112
H 0.58753 -0.67164 -2.97347 -0.297 0.366 0.286
H 2.04662 0.19760 -2.44381 0.019 -0.308 0.061
H -1.40807 2.73061 -3.02699 -0.169 -0.040 0.182
H -1.69222 0.99558 -2.64056 0.045 0.141 0.535
H -1.11646 1.43744 -4.17415 0.485 0.116 -0.245
H -1.01814 4.31622 0.72165 0.577 0.838 -0.167
H -1.62961 3.08029 -0.14219 0.124 -0.589 -0.500
H -1.09760 4.44754 -1.10359 -0.045 0.205 0.222
C 0.94689 -4.19987 -3.47802 -0.395 -1.585 -0.777
O 1.59174 -3.09591 -2.85236 -0.636 -0.629 -0.815
H 0.15839 -3.94072 -4.18457 -0.303 0.886 0.548
H 1.46909 -4.89315 -4.13738 1.539 0.708 -0.163
H 0.57934 -4.99098 -2.82445 -0.445 0.668 0.961
H 2.53934 -3.23914 -2.79634 0.036 -0.036 0.165
C 2.62259 0.67418 4.63204 -1.294 -0.335 2.040
O 1.92074 -0.62369 4.64463 1.086 0.537 -1.574
H 2.76049 1.10503 3.64035 -0.462 -0.605 -0.105
H 1.93311 1.23093 5.26667 0.157 1.103 -0.440
H 3.56740 0.77361 5.16640 0.251 -0.928 -0.156
H 1.79335 -1.03391 5.50317 0.337 0.444 0.224
C -4.70432 1.79636 -0.28158 -0.530 -0.520 -0.733
O -4.26373 0.43997 -0.29888 0.425 -0.334 0.361
H -4.64507 2.08975 0.76652 0.144 0.464 -0.374
H -4.17198 2.39564 -1.02020 0.631 0.281 0.561
H -5.72966 1.86606 -0.64479 -0.356 -0.115 0.434
H -4.42807 0.02162 -1.14716 -0.061 0.193 -0.110
C -0.69652 1.07507 3.23681 0.196 -1.287 -0.835
O 0.20609 0.08317 2.60279 -1.517 0.981 0.446
H -1.27340 1.52728 2.43009 0.509 0.544 0.166
H -1.42452 0.62337 3.91066 0.058 -0.548 -0.029
H -0.05876 1.69390 3.86801 -0.207 0.557 -0.536
H 0.78527 -0.10353 3.34528 0.882 -1.101 0.233
C -2.73710 -1.94361 1.52687 -1.620 0.625 1.715
O -1.88674 -0.90536 1.00648 0.756 -1.848 0.364
H -3.00451 -2.80691 0.91751 0.565 0.344 -0.575
H -2.43475 -2.30970 2.50802 0.821 0.040 -0.463
H -3.65115 -1.44741 1.85306 -0.412 0.011 -0.586
H -2.42110 -0.16838 0.70165 -0.073 0.350 -0.513
C -1.59348 -2.55028 -1.65218 -0.751 1.286 -1.196
O -0.35465 -2.23410 -1.06135 -0.252 -0.176 1.189
H -1.54473 -2.14614 -2.66332 -0.026 -0.096 -0.349
H -1.84820 -3.60370 -1.76849 0.171 -0.079 0.746
H -2.36195 -1.91591 -1.21044 -0.099 -0.578 0.404
H 0.29427 -2.38841 -1.75178 1.332 -0.090 0.030
```
Forces are in eV/Å.

=====

[3]
Formula: C15H43IN3ORhSi4Te
Source: OMol25
Level of theory: the ωB97M-V functional and the def2-TZVPD basis

E = -72671.032 eV
Net charge = +2
Kohn-Sham gap (alpha / beta) = 8.4 / 5.1 eV
<S²> = 6.016
Multiplicity = 5

Structure (XYZ):
```
69
Properties=species:S:1:pos:R:3:forces:R:3
Rh -19.28489 5.12054 0.20625 -0.526 0.364 -0.197
N -19.96211 3.99178 -1.74751 0.494 -0.271 0.630
C -21.19435 4.51481 -2.36132 -0.507 0.168 0.116
C -21.88879 5.52519 -1.42912 0.073 0.010 -0.213
C -21.70711 6.98427 -1.85308 0.346 -0.161 0.162
C -20.24564 7.41272 -1.95848 -0.380 0.121 -0.310
N -19.53718 7.31205 -0.67099 0.186 -0.441 0.414
H -19.27510 3.74387 -2.45790 -0.089 0.050 0.247
H -20.17752 3.13783 -1.23079 0.039 0.027 -0.327
H -21.87576 3.68966 -2.59076 0.117 0.129 -0.050
H -20.94299 5.00431 -3.30275 0.031 -0.101 -0.006
H -21.47448 5.38435 -0.41137 -0.421 -0.046 -0.101
H -22.95758 5.30981 -1.38048 0.074 -0.025 0.164
H -22.23445 7.63090 -1.14497 0.000 0.059 -0.083
H -22.16444 7.13872 -2.83157 -0.067 0.015 0.025
H -20.21161 8.44345 -2.33065 0.078 -0.165 -0.001
H -19.71920 6.77494 -2.66855 0.045 0.075 -0.060
H -20.03158 7.88639 0.01180 0.269 0.012 -0.063
H -18.60492 7.70264 -0.79054 -0.139 0.003 0.204
C -13.63931 2.07783 2.16578 -0.233 0.578 0.342
Si -14.16489 3.17010 3.61835 0.184 -0.318 0.176
C -12.74133 3.78288 4.70914 -0.600 0.018 -0.474
C -15.67324 2.52749 4.56265 0.368 0.407 -0.343
Si -15.26674 5.39906 2.31994 -0.097 -0.021 0.121
Te -17.02509 4.17138 0.96024 0.753 0.156 0.127
Si -13.48384 6.30695 0.88789 0.478 0.147 -0.226
C -14.20334 7.91139 0.13895 0.041 -0.583 0.369
C -12.94737 5.08344 -0.47038 -0.308 0.360 0.589
C -12.04530 6.73720 2.06199 -0.580 -0.210 -0.379
Si -16.06089 6.80487 4.18013 -0.182 0.158 0.103
C -17.48459 5.96772 5.12432 0.593 0.206 -0.423
C -14.56368 7.22957 5.27026 -0.540 -0.199 -0.438
C -16.70733 8.32739 3.22181 0.288 -0.546 0.222
H -13.35138 1.09937 2.54110 0.034 -0.194 0.275
H -12.78469 2.47237 1.62753 0.157 0.186 -0.016
H -14.44149 1.92188 1.45310 -0.228 0.022 -0.073
H -12.28972 2.92908 5.20956 -0.014 -0.308 0.022
H -13.06916 4.46501 5.48655 -0.150 0.073 0.072
H -11.95324 4.27243 4.14687 0.059 0.039 -0.183
H -15.48268 1.51656 4.91265 0.229 -0.256 0.001
H -16.56117 2.48530 3.94086 -0.095 0.000 -0.248
H -15.91162 3.12373 5.43646 0.092 0.224 0.148
H -15.13665 7.73921 -0.38828 -0.169 -0.099 -0.087
H -13.50669 8.34490 -0.57460 0.231 -0.083 -0.086
H -14.38206 8.66453 0.90119 -0.021 0.055 0.165
H -13.79131 4.67856 -1.01933 -0.211 -0.033 -0.075
H -12.38029 4.24760 -0.07252 0.069 -0.106 0.155
H -12.30612 5.58804 -1.18911 0.084 0.197 -0.039
H -12.34806 7.41788 2.85108 -0.121 0.122 0.114
H -11.25598 7.23222 1.50322 0.102 0.089 -0.206
H -11.60268 5.86307 2.52774 0.026 -0.202 0.030
H -17.14184 5.18833 5.79610 0.161 -0.150 0.101
H -18.19461 5.51659 4.43900 -0.117 -0.061 -0.192
H -18.02723 6.68912 5.72748 -0.012 0.264 0.084
H -14.19052 6.36830 5.81197 0.012 -0.218 0.075
H -14.83543 7.97312 6.01209 -0.190 0.187 0.134
H -13.74301 7.64239 4.69447 0.129 0.067 -0.179
H -17.41972 8.03786 2.45362 -0.111 -0.114 -0.126
H -15.90084 8.87286 2.74246 0.181 0.037 -0.092
H -17.21031 9.02662 3.88329 -0.077 0.035 0.273
N -22.03278 4.81102 2.94078 -0.129 0.240 -0.097
C -21.35668 3.70952 2.59459 -0.354 0.159 0.740
O -20.67885 3.65421 1.57668 0.586 0.074 -0.995
C -21.42356 2.56391 3.56548 0.267 -0.065 -0.008
I -19.63232 2.68902 4.74792 -0.224 -0.104 -0.043
H -22.00767 5.61105 2.32755 -0.038 -0.059 0.072
H -22.61256 4.86496 3.76064 0.018 -0.080 0.022
H -21.38719 1.60867 3.05197 -0.005 0.065 -0.034
H -22.26872 2.60937 4.24543 0.038 0.019 -0.020
```
Forces are in eV/Å.

=====

- Which of these has the lowest E?
  C15H41MnO16S5

=====

- Which formula does entry 2 have?
  C15H42BF6N2O11S2V